Entry 1:
{"formula": "C15H48N6O9", "method": "wB97M-V/def2-TZVPD", "lumo_ev": 0.3, "smiles": "NC(N)=O.NC(N)=O.NC(N)=O.CC(C)O.CC(C)O.CC(C)O.CO.CO.CO", "spin_multiplicity": 1, "mol_weight_g_mol": 456.582, "de_lowest_ev": 7.134, "fmax_ev_per_a": 14.55, "symbols": ["N", "C", "N", "O", "H", "H", "H", "H", "N", "C", "N", "O", "H", "H", "H", "H", "N", "C", "N", "O", "H", "H", "H", "H", "C", "C", "C", "O", "H", "H", "H", "H", "H", "H", "H", "H", "C", "C", "C", "O", "H", "H", "H", "H", "H", "H", "H", "H", "C", "C", "C", "O", "H", "H", "H", "H", "H", "H", "H", "H", "C", "O", "H", "H", "H", "H", "C", "O", "H", "H", "H", "H", "C", "O", "H", "H", "H", "H"], "coordinates": [[0.70288, -0.68902, -0.19386], [0.41314, -1.21516, 0.90472], [0.39842, -0.43595, 1.95005], [0.09303, -2.56287, 1.02015], [0.63332, -1.31068, -1.02765], [0.99217, 0.34495, -0.34667], [0.03822, -0.75081, 2.81336], [0.41727, 0.51502, 1.79840], [-1.94168, -1.03803, -3.44003], [-2.54040, -1.54153, -4.48361], [-3.65124, -0.99409, -4.81717], [-2.00995, -2.46785, -5.30802], [-0.99900, -1.37454, -3.36337], [-2.36326, -0.66607, -2.62590], [-4.10429, -1.56224, -5.53416], [-4.32896, -0.42443, -4.23667], [5.47263, -1.38000, -0.56752], [4.20325, -1.47178, -0.94609], [3.39288, -1.05999, 0.01604], [3.72319, -1.72137, -2.20098], [6.17045, -1.37116, -1.33204], [5.80716, -1.36072, 0.43872], [2.40120, -1.06122, -0.27557], [3.56833, -0.72261, 0.92569], [-3.12393, -0.22668, 1.29810], [-3.02074, -0.75671, -0.09827], [-4.37657, -1.17960, -0.63584], [-2.45990, 0.01263, -0.82992], [-3.39815, -1.00284, 2.03876], [-3.79206, 0.64310, 1.32503], [-2.16895, 0.15047, 1.65128], [-2.38421, -1.68332, -0.16258], [-5.26452, -0.56411, -0.63053], [-4.62346, -2.09587, -0.14721], [-4.15921, -1.38982, -1.69891], [-1.51379, -0.14340, -0.76600], [2.25482, 3.53124, -2.47671], [1.58433, 2.70643, -1.41620], [0.08389, 2.63850, -1.71530], [2.03262, 1.55605, -1.22902], [1.99272, 3.16017, -3.45060], [3.34608, 3.57304, -2.43360], [1.87159, 4.54812, -2.56285], [1.67469, 3.21416, -0.47120], [-0.17392, 1.77210, -2.31576], [-0.13528, 3.57142, -2.19412], [-0.52576, 2.54672, -0.82023], [2.94722, 1.68360, -1.09765], [-1.56341, 2.87840, 2.11756], [-0.31359, 3.76966, 1.96575], [0.96318, 2.86830, 2.05773], [-0.17051, 4.48413, 0.92209], [-2.40302, 3.50119, 2.38788], [-1.50350, 2.04437, 2.84610], [-1.86543, 2.49044, 1.19366], [-0.29493, 4.50401, 2.76850], [1.06044, 2.20132, 1.20683], [1.06129, 2.38588, 2.98232], [1.84392, 3.52799, 1.99483], [-0.96756, 4.72537, 0.43585], [-1.36519, -1.61592, 4.59345], [-1.12498, -0.25252, 4.32399], [-1.59374, -2.17996, 3.68548], [-2.01416, -1.80312, 5.42524], [-0.39514, -2.28384, 4.76582], [-1.97881, 0.11063, 4.16352], [0.51233, -3.23505, -3.05886], [0.98047, -2.10540, -2.37472], [0.93773, -4.14253, -2.72260], [0.85852, -3.38225, -4.06149], [-0.53889, -3.21013, -3.16668], [1.89784, -2.14801, -2.53996], [2.52860, -2.46536, 3.36113], [2.59564, -1.12403, 3.49789], [1.54860, -2.99199, 3.50242], [3.17777, -2.89619, 4.13171], [2.99957, -2.73415, 2.41898], [1.97071, -0.86446, 2.84706]]}

Entry 2:
{"formula": "C15H48NO12Sr", "method": "wB97M-V/def2-TZVPD", "total_charge": 1, "lumo_ev": -6.2, "spin_multiplicity": 1, "mol_weight_g_mol": 522.164, "fmax_ev_per_a": 2.27, "symbols": ["Sr", "C", "C", "O", "O", "H", "H", "H", "C", "O", "H", "H", "H", "H", "C", "O", "H", "H", "H", "H", "C", "O", "H", "H", "H", "H", "C", "O", "H", "H", "H", "H", "O", "H", "H", "O", "H", "H", "O", "H", "H", "O", "H", "H", "O", "H", "H", "C", "C", "C", "C", "C", "C", "N", "O", "C", "C", "C", "H", "H", "H", "H", "H", "H", "H", "H", "H", "H", "H", "H", "H", "H", "H", "H", "H", "H", "H"], "coordinates": [[3.01893, 4.27660, -2.39421], [1.74134, 0.16781, -1.33253], [2.23260, 1.58040, -1.35857], [1.40973, 2.54486, -1.26042], [3.45661, 1.81263, -1.61678], [1.00119, -0.00323, -2.11390], [1.23578, -0.04447, -0.38465], [2.52417, -0.58535, -1.37615], [0.45315, -2.39219, 2.03967], [-0.74661, -3.10091, 1.75319], [0.97914, -2.02302, 1.15261], [0.24712, -1.55300, 2.70706], [1.08447, -3.13524, 2.52395], [-1.34831, -2.49779, 1.27249], [5.46369, -2.09491, -1.28792], [5.07459, -1.03730, -2.18468], [5.57417, -3.00850, -1.85871], [6.34474, -1.77864, -0.72726], [4.67807, -2.23618, -0.53832], [4.61407, -0.36998, -1.66760], [6.99118, 1.20108, 0.11615], [6.48137, 1.49872, -1.18590], [7.26215, 2.12008, 0.64344], [6.26362, 0.62882, 0.70363], [7.86425, 0.56350, -0.00224], [5.63457, 1.93748, -1.09374], [2.10391, 1.38568, 2.98890], [2.53944, 0.79670, 1.77489], [2.57872, 2.32024, 3.29195], [1.02505, 1.59028, 3.00737], [2.22680, 0.63787, 3.77158], [2.52225, 1.50210, 1.12013], [2.41492, -3.19398, -2.81677], [1.69449, -2.87999, -3.37194], [3.11659, -2.54127, -2.95196], [3.20160, -0.50702, -4.30190], [3.99406, -0.73160, -4.80295], [3.52953, 0.00030, -3.55282], [-1.20928, 2.49333, -3.34748], [-1.36629, 3.33198, -3.79413], [-0.45981, 2.63230, -2.75035], [0.37964, 4.15371, 0.89659], [0.65756, 3.48391, 0.25647], [-0.54486, 3.94598, 1.07031], [-1.65679, -0.20166, -2.56646], [-1.30806, -0.62387, -3.35947], [-1.67648, 0.74704, -2.76967], [-4.04033, -2.45932, 1.98954], [-4.35451, -1.51027, 0.81722], [-5.58122, -0.64061, 1.19452], [-5.28669, 0.56624, 2.07797], [-4.23651, 1.43332, 1.39925], [-2.97173, 0.60853, 1.08700], [-3.28807, -0.61422, 0.35759], [-2.13297, -1.37554, 0.03796], [-2.18748, 1.48180, 0.10817], [-2.08649, 0.47941, 2.35364], [-4.80194, -2.33240, -0.38543], [-3.49395, -3.33073, 1.63103], [-4.95293, -2.78108, 2.48857], [-3.45997, -1.95869, 2.76442], [-6.01603, -0.31083, 0.24719], [-6.32511, -1.21273, 1.74933], [-4.85767, 0.25721, 3.03557], [-6.24182, 1.07339, 2.21608], [-4.00802, 2.39316, 1.86616], [-4.63044, 1.77129, 0.42911], [-1.23102, 1.06058, -0.21553], [-2.74047, 1.66900, -0.81914], [-1.99399, 2.50341, 0.45324], [-2.54597, -0.22414, 3.04312], [-1.12544, 0.07518, 2.03743], [-1.95287, 1.46622, 2.79012], [-4.01223, -2.99161, -0.75740], [-5.04738, -1.68345, -1.22970], [-5.66521, -2.96207, -0.16575], [-2.03028, -1.26437, -0.92218]]}

Entry 3:
{"formula": "C15H48O9", "method": "wB97M-V/def2-TZVPD", "lumo_ev": 0.3, "smiles": "CC(C)O.CC(C)O.CC(C)O.CC(C)O.CC(C)O.O.O.O.O", "spin_multiplicity": 1, "mol_weight_g_mol": 372.540, "de_lowest_ev": 0.530, "fmax_ev_per_a": 1.81, "symbols": ["C", "C", "C", "O", "H", "H", "H", "H", "H", "H", "H", "H", "C", "C", "C", "O", "H", "H", "H", "H", "H", "H", "H", "H", "C", "C", "C", "O", "H", "H", "H", "H", "H", "H", "H", "H", "C", "C", "C", "O", "H", "H", "H", "H", "H", "H", "H", "H", "C", "C", "C", "O", "H", "H", "H", "H", "H", "H", "H", "H", "O", "H", "H", "O", "H", "H", "O", "H", "H", "O", "H", "H"], "coordinates": [[8.89960, 11.13949, 11.87273], [8.17928, 10.30830, 12.89205], [8.64046, 10.65039, 14.29151], [6.76422, 10.54205, 12.86874], [9.97626, 10.96195, 11.92671], [8.81988, 12.21012, 11.99818], [8.54306, 10.91162, 10.87806], [8.33909, 9.26294, 12.62169], [8.02878, 10.07656, 14.98490], [8.55847, 11.71261, 14.46562], [9.68843, 10.36061, 14.37192], [6.49708, 10.32143, 11.98169], [14.47498, 11.48911, 7.94353], [14.15831, 10.02321, 8.08966], [14.62593, 9.17763, 6.97552], [14.67492, 9.49789, 9.35724], [14.08841, 11.84825, 6.99330], [15.55721, 11.73921, 7.92340], [13.98741, 12.06866, 8.74207], [13.08697, 9.89608, 8.26982], [14.38176, 8.16526, 7.26509], [15.73910, 9.22184, 6.89013], [14.13838, 9.38342, 6.02528], [15.60464, 9.74603, 9.31731], [14.64791, 8.74445, 13.29851], [13.80210, 9.94512, 13.00795], [14.60923, 11.18900, 12.87237], [13.11169, 9.70491, 11.74918], [15.48784, 8.74903, 12.61904], [14.06222, 7.82607, 13.20730], [15.02517, 8.75912, 14.31767], [13.01735, 10.08873, 13.74883], [15.32759, 10.98926, 12.07557], [15.23290, 11.45877, 13.71860], [13.97530, 12.06384, 12.68069], [13.83385, 9.63600, 11.06975], [11.39559, 7.41835, 7.09473], [11.74562, 6.04172, 6.54845], [11.75836, 4.96623, 7.60155], [10.84760, 5.72986, 5.51686], [10.39349, 7.31284, 7.54613], [11.41891, 8.18974, 6.33139], [12.06779, 7.74721, 7.89544], [12.73767, 6.10356, 6.11202], [10.75520, 4.91004, 8.01858], [12.47290, 5.19090, 8.42770], [12.06620, 3.96262, 7.23429], [10.99209, 6.44988, 4.88018], [5.89032, 7.53503, 10.22246], [7.31116, 7.18312, 10.60884], [7.86138, 6.00428, 9.84089], [8.11551, 8.39202, 10.33505], [5.92464, 8.13448, 9.30390], [5.48827, 8.08689, 11.08809], [5.35030, 6.62767, 10.00603], [7.44469, 6.93281, 11.65424], [7.27669, 5.15303, 10.21146], [8.93512, 5.92943, 10.00823], [7.66458, 6.13004, 8.77131], [9.02362, 8.10815, 10.52795], [11.10165, 5.80171, 10.97013], [11.10156, 5.57632, 11.90411], [11.17370, 6.77093, 10.90425], [10.99255, 8.55856, 10.59670], [11.67478, 8.99183, 11.14367], [11.07170, 8.96029, 9.74255], [12.08482, 12.53030, 10.02969], [12.16026, 11.87646, 10.74740], [11.57864, 12.08750, 9.34278], [10.43905, 10.68788, 8.24908], [10.36756, 10.50524, 7.30974], [9.57558, 10.50630, 8.61048]]}

Number 1: energy -43696.178 eV, gap between HOMO and LUMO 9.3 eV, HOMO energy -8.97 eV. Number 2: energy -43221.690 eV, gap between HOMO and LUMO 3.8 eV, HOMO energy -10.04 eV. Number 3: energy -34761.450 eV, gap between HOMO and LUMO 10.0 eV, HOMO energy -9.78 eV.